C32H90InN6NaO14S | ωB97M-V/def2-TZVPD

CARTESIAN COORDINATES (ANGSTROEM)
1 In 2.86 -2.04 -1.61
2 Na 1.12 2.18 -1.60
3 S 0.37 -0.09 0.24
4 O 0.42 -0.24 -1.16
5 O -0.88 -0.57 0.84
6 O 1.57 -0.85 0.62
7 O 0.46 1.36 0.55
8 C -1.31 -3.82 -4.27
9 C 0.11 -3.34 -3.91
10 C 0.67 -2.23 -4.89
11 O 1.70 -1.46 -4.35
12 C 2.10 -0.33 -5.13
13 N -0.01 -2.88 -2.50
14 H -1.71 -4.57 -3.60
15 H -1.50 -4.27 -5.25
16 H -2.04 -3.01 -4.23
17 H 0.85 -4.14 -3.97
18 H -0.13 -1.52 -5.12
19 H 1.04 -2.65 -5.83
20 H 1.54 -0.22 -6.06
21 H 3.16 -0.49 -5.31
22 H 1.90 0.62 -4.63
23 H -0.64 -3.45 -1.95
24 H -0.36 -1.94 -2.55
25 C 1.50 6.87 -0.74
26 C 1.70 5.36 -0.64
27 C 1.55 4.93 0.81
28 O 2.53 5.50 1.65
29 C 2.40 5.33 3.02
30 N 0.63 4.70 -1.44
31 H 1.54 7.07 -1.81
32 H 2.26 7.42 -0.19
33 H 0.55 7.14 -0.30
34 H 2.65 5.05 -1.08
35 H 1.66 3.85 0.88
36 H 0.54 5.20 1.14
37 H 3.27 5.76 3.51
38 H 2.22 4.33 3.43
39 H 1.61 5.96 3.44
40 H -0.26 4.83 -0.99
41 H 0.61 5.24 -2.29
42 C -4.27 0.72 1.22
43 C -3.97 1.35 -0.16
44 C -4.99 2.50 -0.55
45 O -6.02 2.01 -1.33
46 C -7.07 2.97 -1.59
47 N -2.58 1.78 -0.09
48 H -3.53 0.00 1.55
49 H -5.22 0.19 1.20
50 H -4.16 1.48 2.00
51 H -3.88 0.59 -0.93
52 H -4.50 3.21 -1.21
53 H -5.26 2.96 0.40
54 H -6.67 3.96 -1.81
55 H -7.62 3.20 -0.67
56 H -7.77 2.65 -2.36
57 H -2.47 2.47 0.64
58 H -2.01 1.00 0.21
59 C 5.64 1.92 1.42
60 C 5.83 0.45 0.91
61 C 6.67 -0.39 1.87
62 O 7.22 -1.49 1.18
63 C 8.19 -2.19 1.95
64 N 4.54 -0.10 0.65
65 H 5.23 2.58 0.65
66 H 6.58 2.44 1.62
67 H 4.85 2.02 2.17
68 H 6.29 0.59 -0.07
69 H 6.14 -0.70 2.77
70 H 7.52 0.24 2.13
71 H 8.69 -2.93 1.32
72 H 7.68 -2.84 2.67
73 H 8.93 -1.50 2.34
74 H 4.01 0.71 0.35
75 H 4.05 -0.33 1.50
76 C -0.92 2.03 -5.12
77 C -1.83 2.32 -3.87
78 C -3.25 1.65 -3.91
79 O -3.11 0.26 -3.80
80 C -4.39 -0.36 -3.78
81 N -1.09 1.95 -2.73
82 H 0.01 2.58 -4.98
83 H -1.41 2.42 -6.01
84 H -0.78 0.95 -5.22
85 H -1.88 3.41 -3.79
86 H -3.72 2.03 -4.82
87 H -3.85 1.92 -3.04
88 H -4.91 -0.08 -2.86
89 H -4.15 -1.42 -3.81
90 H -5.07 -0.10 -4.60
91 H -1.61 2.07 -1.88
92 H -0.98 0.94 -2.77
93 C -0.46 -5.62 -0.82
94 C 0.12 -5.07 0.45
95 C 1.08 -6.11 1.03
96 O 1.60 -5.58 2.20
97 C 2.18 -6.54 3.09
98 N 0.64 -3.72 0.30
99 H 0.32 -5.72 -1.57
100 H -1.28 -5.01 -1.19
101 H -0.89 -6.62 -0.73
102 H -0.73 -5.01 1.13
103 H 1.83 -6.35 0.27
104 H 0.58 -7.06 1.19
105 H 3.02 -7.13 2.73
106 H 1.35 -7.13 3.49
107 H 2.42 -5.95 3.98
108 H -0.24 -3.23 0.28
109 H 1.09 -3.39 1.14
110 C -4.18 -3.97 -0.98
111 C -3.75 -2.62 -0.33
112 O -2.35 -2.35 -0.72
113 H -5.24 -4.12 -0.77
114 H -3.60 -4.83 -0.62
115 H -4.06 -3.90 -2.06
116 H -3.93 -2.46 0.73
117 H -4.36 -1.87 -0.84
118 H -2.00 -1.59 -0.25
119 C -1.39 -3.05 3.62
120 C -0.85 -1.67 4.04
121 O -1.55 -0.64 3.39
122 H -2.35 -3.33 4.05
123 H -0.64 -3.82 3.81
124 H -1.55 -3.03 2.54
125 H 0.23 -1.55 3.93
126 H -0.93 -1.64 5.13
127 H -1.28 -0.58 2.48
128 C 2.16 0.19 5.20
129 C 2.20 0.57 3.72
130 O 2.73 -0.51 2.98
131 H 3.16 -0.18 5.42
132 H 1.54 -0.69 5.38
133 H 1.87 1.06 5.78
134 H 2.83 1.45 3.57
135 H 1.21 0.76 3.30
136 H 2.08 -0.66 2.29
137 C -1.49 4.17 4.07
138 C -0.90 2.98 3.25
139 O -0.98 3.22 1.85
140 H -1.67 4.06 5.14
141 H -2.42 4.58 3.67
142 H -0.85 5.05 4.12
143 H -1.39 2.05 3.51
144 H 0.14 2.83 3.55
145 H -0.42 2.61 1.37

## Properties
Charge: +2
LUMO energy: -0.4091 hartree
Kohn-Sham gap: 2.177 eV
ΔE to the lowest compared entry with this formula, charge and spin: 0.000 eV